(1)
DFT (ωB97M-V/def2-TZVPD) results for a structure of composition C35H36F5N2O3 at a distorted geometry.

- Maximum force: 16.69 eV/A
- Highest occupied orbital energy: -10.626 eV
- Relative energy (zero: lowest compared OMol25 entry of this formula, charge and spin): 6.276 eV
- Gap between HOMO and LUMO: 7.69 eV

```
! wB97M-V def2-TZVPD RIJCOSX def2/J DEFGRID3
* xyz 1 1
O -3.000 5.673 1.945
N -3.447 4.749 1.419
O -2.767 3.557 1.823
C -3.375 2.434 1.202
C -2.868 2.230 -0.217
C -1.842 1.139 -0.281
N -1.649 0.705 -1.720
C -2.195 1.674 -2.724
C -3.649 2.002 -2.406
O -3.939 1.814 -1.037
H -4.438 2.609 1.125
H -3.169 1.585 1.833
H -2.461 3.178 -0.563
H -0.893 1.374 0.181
H -2.242 0.283 0.242
H -2.129 -0.182 -1.856
H -0.657 0.565 -1.900
H -1.604 2.574 -2.689
H -2.070 1.226 -3.697
H -4.330 1.400 -2.986
H -3.811 3.046 -2.649
F -0.150 -1.520 -2.417
C -0.363 -2.819 -2.011
C 0.061 -3.154 -0.751
C -0.126 -4.455 -0.319
C -0.716 -5.393 -1.152
C -1.148 -5.015 -2.418
C -0.978 -3.708 -2.861
H 0.535 -2.412 -0.119
H 0.212 -4.726 0.671
H -0.840 -6.413 -0.818
H -1.609 -5.741 -3.072
H -1.298 -3.396 -3.847
F 0.617 -2.310 1.612
C 0.359 -1.016 1.331
C -0.744 -0.418 1.907
C -1.003 0.912 1.609
C -0.172 1.611 0.743
C 0.933 0.984 0.176
C 1.207 -0.342 0.476
H -1.377 -0.986 2.575
H -1.856 1.403 2.059
H -0.381 2.648 0.513
H 1.570 1.528 -0.501
H 2.064 -0.851 0.055
F 3.254 0.775 -1.686
C 3.941 -0.191 -2.349
C 3.279 -1.372 -2.573
C 3.916 -2.374 -3.282
C 5.203 -2.186 -3.759
C 5.860 -0.989 -3.493
C 5.231 0.026 -2.779
H 2.271 -1.502 -2.198
H 3.385 -3.297 -3.469
H 5.695 -2.970 -4.317
H 6.870 -0.838 -3.848
H 5.720 0.970 -2.580
F 4.586 -5.621 -3.501
C 4.166 -6.182 -2.344
C 3.825 -5.354 -1.296
C 3.395 -5.928 -0.107
C 3.296 -7.308 0.001
C 3.639 -8.116 -1.074
C 4.081 -7.555 -2.261
H 3.893 -4.282 -1.404
H 3.135 -5.296 0.732
H 2.962 -7.755 0.927
H 3.571 -9.191 -0.986
H 4.353 -8.164 -3.112
F -3.293 9.744 8.102
C -3.221 8.896 7.059
C -4.278 8.043 6.821
C -4.198 7.175 5.743
C -3.073 7.166 4.931
C -2.023 8.033 5.196
C -2.092 8.912 6.266
H -5.142 8.065 7.471
H -5.021 6.503 5.539
H -3.014 6.486 4.095
H -1.143 8.028 4.567
H -1.289 9.601 6.488
*
```

(2)
DFT (ωB97M-V/def2-TZVPD) results for a structure of composition C5H6O2.

- Maximum force: 0.62 eV/A
- Highest occupied orbital energy: -9.676 eV
- Relative energy (zero: lowest compared OMol25 entry of this formula, charge and spin): 2.812 eV
- Gap between HOMO and LUMO: 10.59 eV

```
! wB97M-V def2-TZVPD RIJCOSX def2/J DEFGRID3
* xyz 0 1
O -1.901 -0.384 -1.680
C -1.884 -0.249 -0.479
C -0.764 0.544 0.168
O -0.218 0.158 1.452
C 1.114 0.268 0.896
C 1.250 -0.847 -0.069
C 0.589 0.451 -0.491
H -2.723 -0.611 0.148
H -1.127 1.577 0.262
H 1.889 0.804 1.438
H 2.213 -1.082 -0.513
H 0.626 -1.702 0.172
H 0.936 1.073 -1.304
*
```

(3)
DFT (ωB97M-V/def2-TZVPD) results for a cluster of 5 separate species, C32H29ClN3O16 in total at a distorted geometry.

- Maximum force: 1.40 eV/A
- Highest occupied orbital energy: -10.800 eV
- Gap between HOMO and LUMO: 6.43 eV

```
! wB97M-V def2-TZVPD RIJCOSX def2/J DEFGRID3
* xyz 1 1
C 3.381 0.172 6.159
C 1.961 0.711 5.923
C 1.904 2.020 5.117
C 1.061 -0.358 5.216
C -0.351 0.086 5.261
C -0.999 0.598 4.169
C -2.319 1.000 4.298
N -3.045 0.980 5.390
N -2.398 0.474 6.434
N -3.139 0.404 7.614
C -1.149 0.024 6.423
Cl -0.517 -0.653 7.852
H 4.090 0.899 5.780
H 3.555 -0.805 5.736
H 3.547 0.140 7.233
H 1.491 0.882 6.887
H 1.083 2.646 5.461
H 1.802 1.825 4.055
H 2.805 2.592 5.311
H 1.386 -0.402 4.184
H 1.202 -1.320 5.699
H -0.520 0.700 3.210
H -2.819 1.371 3.417
H -2.683 0.968 8.326
H -4.042 0.831 7.433
C -3.767 2.368 -0.208
C -4.728 2.713 -1.081
C -5.802 1.744 -1.497
O -6.648 2.130 -2.273
C -5.761 0.395 -0.951
C -4.798 0.057 -0.087
C -3.746 1.035 0.349
O -2.909 0.656 1.160
O -4.706 -1.160 0.445
O -4.799 3.912 -1.627
H -2.993 3.056 0.099
H -6.525 -0.299 -1.270
H -3.928 -1.143 1.029
H -5.579 3.901 -2.216
C -5.799 1.312 -7.058
C -6.342 1.610 -8.247
C -7.640 2.364 -8.359
O -8.059 2.614 -9.471
C -8.322 2.749 -7.133
C -7.779 2.446 -5.947
C -6.472 1.717 -5.838
O -6.047 1.503 -4.717
O -8.347 2.763 -4.787
O -5.783 1.270 -9.399
H -4.867 0.773 -6.966
H -9.261 3.275 -7.224
H -7.752 2.428 -4.086
H -6.377 1.608 -10.098
C 5.534 -2.275 3.122
C 6.243 -3.062 2.299
C 5.811 -3.312 0.879
O 6.515 -4.020 0.186
C 4.578 -2.696 0.412
C 3.876 -1.915 1.239
C 4.319 -1.646 2.648
O 3.632 -0.908 3.343
O 2.738 -1.321 0.878
O 7.359 -3.665 2.670
H 5.835 -2.086 4.143
H 4.269 -2.893 -0.606
H 2.448 -0.816 1.656
H 7.672 -4.167 1.893
C 6.650 -2.165 -2.855
C 7.684 -2.123 -3.707
C 7.485 -1.999 -5.192
O 8.472 -1.948 -5.897
C 6.123 -1.951 -5.702
C 5.092 -1.997 -4.850
C 5.294 -2.094 -3.364
O 4.300 -2.112 -2.655
O 3.825 -1.958 -5.250
O 8.945 -2.184 -3.307
H 6.784 -2.254 -1.788
H 5.989 -1.878 -6.772
H 3.284 -2.004 -4.441
H 9.489 -2.131 -4.116
*
```

(4)
DFT (ωB97M-V/def2-TZVPD) results for a cluster of 3 separate species, C4H14N4 in total at a distorted geometry.

- Maximum force: 4.73 eV/A
- Highest occupied orbital energy: -18.915 eV
- Relative energy (zero: lowest compared OMol25 entry of this formula, charge and spin): 7.651 eV
- Gap between HOMO and LUMO: 9.36 eV

```
! wB97M-V def2-TZVPD RIJCOSX def2/J DEFGRID3
* xyz 2 1
C -0.294 0.348 -0.414
C -0.275 1.381 0.690
C 3.109 -0.767 0.557
C -3.790 -0.436 0.241
N 0.895 -0.575 -0.108
N -1.585 -0.422 -0.669
N 2.112 -0.109 -0.185
N -2.519 -0.228 0.277
H -0.089 0.818 -1.490
H 0.578 2.031 0.558
H -0.062 1.149 1.653
H -1.288 1.912 0.550
H 2.799 -1.812 0.723
H 4.209 -0.490 0.307
H 2.970 -0.160 1.512
H 2.914 0.198 -2.604
H -4.098 -1.046 -0.647
H -4.534 -0.212 0.986
H 0.586 -1.410 0.481
H -1.933 -0.518 -1.644
H 2.440 0.103 -1.916
H -2.145 0.246 1.143
*
```